--- w ---
# C3H5FN2

An isolated molecule of C3H5FN2 (ωB97M-V with the def2-TZVPD basis set, the Open Molecules 2025 dataset).

Computed properties:
orbital gap = 10.2 eV
structure (SMILES) = C=N/N=C/CF

```
! wB97M-V def2-TZVPD RIJCOSX def2/J DEFGRID3
* xyz 0 1
C 2.78536 0.19662 0.02049
N 1.70768 -0.51715 -0.14836
N 0.57810 0.19726 -0.23806
C -0.39720 -0.24629 0.38787
C -1.59021 0.58372 0.13363
F -2.56956 -0.34876 -0.21584
H 3.72020 -0.29292 0.16227
H 2.72554 1.29192 0.12334
H -0.60753 -1.22979 0.84976
H -1.96005 1.09650 1.00199
H -1.54024 1.30808 -0.74179
*
```

***

--- x ---
# C3H5FN2

An isolated molecule of C3H5FN2 (ωB97M-V with the def2-TZVPD basis set, the Open Molecules 2025 dataset).

Computed properties:
orbital gap = 10.1 eV
structure (SMILES) = [H]/N=C(/N)C(=C)F

```
! wB97M-V def2-TZVPD RIJCOSX def2/J DEFGRID3
* xyz 0 1
H -0.54192 -1.99925 -0.08079
N -1.28946 -1.27025 -0.07783
C -0.81013 -0.10478 -0.02781
N -1.55652 1.03712 0.01188
C 0.68265 0.07590 -0.08007
C 1.48594 1.22723 -0.09309
F 1.38287 -1.04958 0.12761
H -2.57922 0.97947 0.07374
H -1.15944 1.77607 0.67989
H 1.06784 2.25195 -0.12707
H 2.53799 0.87982 -0.02682
*
```

***

Most stable of them? x.

***

--- w ---
# C4H13NO2

A cluster of 3 separate species, C4H13NO2 in total (ωB97M-V with the def2-TZVPD basis set, the Open Molecules 2025 dataset).

Computed properties:
orbital gap (alpha / beta) = 9.9 / 6.3 eV

```
! wB97M-V def2-TZVPD RIJCOSX def2/J DEFGRID3
* xyz 1 2
C -1.62363 -0.43759 2.91522
C -1.41568 0.41545 1.85229
N -0.80381 -0.00506 0.75140
C 0.09366 -1.09064 0.51699
C 0.97226 -0.94191 -0.73755
H -1.08067 -1.36102 2.96647
H -2.26526 -0.08405 3.70717
H -1.81153 1.41852 1.89992
H -1.23323 0.38321 -0.08661
H -0.45983 -2.01633 0.41044
H 0.75905 -1.27983 1.37221
H 1.50564 -1.88431 -0.81148
H 1.68373 -0.11223 -0.67023
H 0.31473 -0.77272 -1.57535
H -3.78541 0.42235 -2.30481
H -2.67249 0.51197 -1.27642
O -2.94585 0.02204 -2.05154
H 5.04964 2.49883 -2.25196
H 4.56629 1.12221 -2.61034
O 5.04875 1.59137 -1.90976
*
```

***

--- x ---
# C4H13NO2

A cluster of 2 separate species, C4H13NO2 in total (ωB97M-V with the def2-TZVPD basis set, the Open Molecules 2025 dataset).

Computed properties:
orbital gap (alpha / beta) = 10.6 / 4.7 eV

```
! wB97M-V def2-TZVPD RIJCOSX def2/J DEFGRID3
* xyz 1 2
C -0.66575 -0.78009 1.00980
O 0.47318 -1.46602 1.59075
C -0.33910 -0.62440 -0.45496
C -1.29226 0.48516 -0.99624
C -1.33409 1.82411 -0.28225
N -0.62873 -1.89074 -1.24504
H -1.50280 -1.43231 1.31829
H -0.84164 0.11144 1.65564
H 0.20535 -2.03642 2.36169
H 0.68370 -0.25401 -0.73915
H -1.02509 0.62800 -2.05808
H -2.33990 0.15666 -1.07437
H -2.22975 2.44915 -0.75696
H -0.43023 2.43138 -0.36216
H -1.52934 1.70687 0.80937
H -1.47514 -2.25412 -1.01422
H 0.05982 -2.57498 -1.28559
H 4.13666 1.48161 0.91819
H 5.14435 1.07353 -0.15586
O 4.93075 0.96517 0.76117
*
```

***

--- y ---
# C4H13NO2

A cluster of 3 separate species, C4H13NO2 in total (ωB97M-V with the def2-TZVPD basis set, the Open Molecules 2025 dataset).

Computed properties:
orbital gap (alpha / beta) = 10.3 / 6.0 eV

```
! wB97M-V def2-TZVPD RIJCOSX def2/J DEFGRID3
* xyz 1 2
C 0.55117 -0.29251 0.09065
N -0.62762 0.54955 0.40990
C -0.59526 1.79683 -0.24019
C 0.96546 2.07849 -0.12765
C 1.46556 0.72389 -0.59755
H 0.15788 -1.05848 -0.58595
H 0.85134 -0.79500 0.98952
H -1.40164 0.06940 0.86785
H -1.25492 2.51253 0.19302
H -0.75731 1.77016 -1.32865
H 1.26448 2.98730 -0.62051
H 1.15514 2.17965 0.92874
H 2.53241 0.55439 -0.50037
H 1.19682 0.60608 -1.65464
H -7.29363 -0.30248 -0.26154
H -6.22387 -1.10545 0.48915
O -7.16683 -0.94161 0.44615
H 4.55244 -4.32651 0.74968
H 5.61754 -3.52664 -0.00423
O 5.01083 -3.47960 0.75662
*
```

***

--- z ---
# C4H13NO2

A cluster of 3 separate species, C4H13NO2 in total (ωB97M-V with the def2-TZVPD basis set, the Open Molecules 2025 dataset).

Computed properties:
orbital gap (alpha / beta) = 9.9 / 5.2 eV

```
! wB97M-V def2-TZVPD RIJCOSX def2/J DEFGRID3
* xyz 1 2
C 0.84167 0.67628 -0.98145
N 0.84150 0.23350 -2.36935
C -0.51414 0.41235 -2.94876
C -1.36858 0.96683 -1.81277
C -0.72489 0.64677 -0.45575
H 1.26790 -0.17203 -0.39161
H 1.44414 1.55750 -0.81648
H 1.38235 -0.60467 -2.62259
H -0.55341 1.04451 -3.83376
H -1.01357 -0.63381 -3.18919
H -2.46076 0.78663 -2.00938
H -1.30867 2.03091 -2.07828
H -0.75257 1.51062 0.20043
H -1.12750 -0.32424 -0.06245
H 5.64309 -1.19311 4.29905
H 4.31789 -1.96634 4.35790
O 5.17744 -2.00248 4.67916
H -4.66930 -0.48672 1.42786
H -4.97251 -0.01980 2.72322
O -4.23893 -0.41969 2.29247
*
```

***

Most stable of them? y.

***

--- w ---
# C3H6O2P

A structure of composition C3H6O2P (ωB97M-V with the def2-TZVPD basis set, the Open Molecules 2025 dataset).

Computed properties:
orbital gap (alpha / beta) = 6.7 / 6.7 eV

```
! wB97M-V def2-TZVPD RIJCOSX def2/J DEFGRID3
* xyz -1 1
C 0.86925 -2.02322 -0.16940
C -1.43725 1.17167 -0.60088
C 0.83251 -0.68303 0.04326
O -0.90589 0.35739 1.90145
O 0.75380 1.85358 0.73560
P -0.27985 0.53513 0.58100
H 1.55613 -2.36321 -0.91488
H 0.20539 -2.80025 0.17441
H -2.35742 0.38852 -0.66536
H -1.10042 1.17729 -1.59663
H 1.61236 0.01141 -0.85260
H 0.25139 2.37472 1.36405
*
```

***

--- x ---
# C3H6O2P

A cluster of 2 separate species, C3H6O2P in total (ωB97M-V with the def2-TZVPD basis set, the Open Molecules 2025 dataset).

Computed properties:
orbital gap (alpha / beta) = 4.1 / 4.1 eV

```
! wB97M-V def2-TZVPD RIJCOSX def2/J DEFGRID3
* xyz -1 1
C -2.78240 -0.49889 -0.69556
C -2.05590 0.37335 -0.04543
C 1.61498 -0.44629 0.88955
O 2.06818 2.13364 0.08621
O 1.82103 -0.27478 -0.50210
P 1.90945 1.23654 -1.14990
H -2.47464 -1.03451 -1.65315
H -3.81396 -0.61618 -0.16953
H -1.06383 0.63777 -0.33247
H 0.51144 -0.76921 0.85515
H 1.88069 0.42556 1.38324
H 2.38495 -1.16699 1.33398
*
```

***

Most stable of them? w.

***

--- w ---
# C4H6NS

A cluster of 2 separate species, C4H6NS in total (ωB97M-V with the def2-TZVPD basis set, the Open Molecules 2025 dataset).

Computed properties:
orbital gap (alpha / beta) = 6.1 / 6.9 eV

```
! wB97M-V def2-TZVPD RIJCOSX def2/J DEFGRID3
* xyz 1 1
C -0.40633 -1.85958 0.61248
C -0.33020 1.46080 -0.14341
C 0.06474 -0.80472 0.28092
C 1.97078 0.59136 0.05441
N 0.45004 0.48253 -0.04337
S -4.01311 -0.08180 -0.04884
H -0.92176 -2.77468 0.70758
H -0.01474 2.47358 -0.57798
H 2.33682 -0.20666 -0.50945
H 2.16430 0.45782 1.13638
H 2.19065 1.40224 -0.62548
H -3.49118 -1.14089 -0.84324
*
```

***

--- x ---
# C4H6NS

A cluster of 2 separate species, C4H6NS in total (ωB97M-V with the def2-TZVPD basis set, the Open Molecules 2025 dataset).

Computed properties:
orbital gap = 7.5 eV

```
! wB97M-V def2-TZVPD RIJCOSX def2/J DEFGRID3
* xyz 1 1
C -3.54653 -0.71660 -0.05920
C -1.88838 1.02574 0.16137
C 0.10579 -0.12066 0.18582
C 2.85829 -0.08581 -0.00483
N -2.73988 0.15906 -0.02048
S 1.32677 0.87009 0.04491
H -3.93110 -1.05393 -1.03437
H -1.70905 1.93379 0.66932
H -0.11970 -1.22153 0.05676
H 2.77493 -0.97830 -0.50342
H 3.29584 -0.32693 0.95173
H 3.57301 0.51507 -0.44763
*
```

***

Most stable of them? x.

***

--- w ---
# C2H2N4O2

An isolated molecule of C2H2N4O2 (ωB97M-V with the def2-TZVPD basis set, the Open Molecules 2025 dataset).

Computed properties:
orbital gap = 10.5 eV
structure (SMILES) = O=C(O)n1ncnn1

```
! wB97M-V def2-TZVPD RIJCOSX def2/J DEFGRID3
* xyz 0 1
O -1.92806 1.36386 -0.20498
C -1.48098 0.27154 -0.10706
O -2.07024 -0.88856 0.10441
N -0.03402 0.11964 -0.04208
N 0.85609 -0.96120 -0.06205
C 2.03757 -0.38456 -0.19659
N 1.84015 0.97526 0.12098
N 0.69314 1.21405 0.17196
H -3.05953 -0.83820 0.41797
H 3.14586 -0.87184 -0.20257
*
```

***

--- x ---
# C2H2N4O2

A cluster of 2 separate species, C2H2N4O2 in total (ωB97M-V with the def2-TZVPD basis set, the Open Molecules 2025 dataset).

Computed properties:
orbital gap (alpha / beta) = 7.8 / 7.8 eV

```
! wB97M-V def2-TZVPD RIJCOSX def2/J DEFGRID3
* xyz 0 1
C -2.19028 -0.92849 0.11459
C 2.53911 -0.67356 0.00377
N -1.33911 1.26870 0.76149
N -1.30442 -0.02155 0.15977
N -0.54052 0.93242 -0.36124
N 2.83336 0.22852 -0.69594
O -2.73387 -1.94390 0.15970
O 2.48089 -1.66956 0.61414
H -2.19862 1.79828 0.44105
H 2.45345 1.00914 -1.19733
*
```

***

--- y ---
# C2H2N4O2

An isolated molecule of C2H2N4O2 (ωB97M-V with the def2-TZVPD basis set, the Open Molecules 2025 dataset).

Computed properties:
orbital gap = 9.8 eV
structure (SMILES) = [H]/N=c1/nnoc(=O)[nH]1

```
! wB97M-V def2-TZVPD RIJCOSX def2/J DEFGRID3
* xyz 0 1
H 3.11547 0.19019 0.09774
N 2.50903 -0.69898 0.05503
C 1.24731 -0.34211 -0.08183
N 0.29470 -1.51568 0.00944
N -0.86039 -1.46160 0.35568
O -1.50366 -0.03802 0.51884
C -0.79430 0.91837 -0.18193
O -1.53207 1.84413 -0.47057
N 0.54011 0.85193 -0.17758
H 1.06817 1.67380 -0.59934
*
```

***

--- z ---
# C2H2N4O2

An isolated molecule of C2H2N4O2 (ωB97M-V with the def2-TZVPD basis set, the Open Molecules 2025 dataset).

Computed properties:
orbital gap = 10.2 eV
structure (SMILES) = [H]/N=C/n1nnoc1=O

```
! wB97M-V def2-TZVPD RIJCOSX def2/J DEFGRID3
* xyz 0 1
H 0.91425 2.55722 -1.53064
N 0.91992 1.72332 -1.01900
C -0.10873 0.98992 -0.69821
N -0.20844 -0.05768 0.32190
N -1.48772 -0.55892 0.43378
N -1.45472 -1.85924 0.80888
O -0.12272 -2.18786 1.01069
C 0.67975 -0.91711 0.79168
O 1.91055 -0.94392 0.97826
H -1.04215 1.25427 -1.09735
*
```

***

Most stable of them? w.

***

--- w ---
# C2H2N4O2

An isolated molecule of C2H2N4O2 (ωB97M-V with the def2-TZVPD basis set, the Open Molecules 2025 dataset).

Computed properties:
orbital gap = 9.8 eV
structure (SMILES) = [H]/N=c1/nn[nH]c(=O)o1

```
! wB97M-V def2-TZVPD RIJCOSX def2/J DEFGRID3
* xyz 0 1
H 2.24301 -1.81838 0.05366
N 2.25943 -0.82438 0.10470
C 1.12016 -0.25923 -0.06366
N 1.07204 1.13402 -0.08040
N -0.02748 1.75526 -0.05851
N -1.16339 1.00461 0.03394
C -1.21210 -0.41308 -0.06866
O -2.23217 -1.04716 0.02333
O -0.00963 -0.97637 -0.17712
H -2.04987 1.44471 0.23273
*
```

***

--- x ---
# C2H2N4O2

An isolated molecule of C2H2N4O2 (ωB97M-V with the def2-TZVPD basis set, the Open Molecules 2025 dataset).

Computed properties:
orbital gap = 9.8 eV
structure (SMILES) = C=Nn1onnc1=O

```
! wB97M-V def2-TZVPD RIJCOSX def2/J DEFGRID3
* xyz 0 1
C -2.52474 0.08178 -0.11508
N -1.49976 0.74534 0.08630
N -0.33984 0.11229 0.24699
O -0.31502 -1.23681 -0.10213
N 1.03160 -1.50762 0.00754
N 1.75321 -0.51317 0.02108
C 0.93645 0.66605 0.02611
O 1.42478 1.72911 -0.12457
H -3.53446 0.67098 -0.00112
H -2.43037 -0.95423 -0.18480
*
```

***

Most stable of them? w.